The following is a quantum chemistry calculation of the ion C51H48N3O3 with charge +1 at a distorted geometry, from the Open Molecules 2025 dataset.

Positions of all 105 atoms, in Å:
H -1.215 3.981 -2.247
H 1.480 -4.829 -2.318
H 0.623 0.328 3.208
C 0.172 2.477 0.475
H -1.830 0.155 -1.476
C 0.741 1.258 2.640
C 2.758 1.609 -1.380
C 0.199 4.922 -0.882
C 4.521 2.484 0.000
H -2.915 -0.791 -2.484
C -2.163 -4.238 4.416
H 1.595 3.426 1.816
C 2.383 -0.126 -5.362
C -2.619 -5.365 0.355
H 1.816 1.424 2.465
H 0.320 2.085 3.234
O 1.069 -1.026 1.085
H -5.713 1.516 2.756
H -2.655 -5.205 1.442
H -5.043 -7.237 5.838
C 4.525 3.671 -0.730
C -3.639 1.221 2.283
C -5.103 -6.247 5.386
H -2.116 -6.318 0.159
H 1.606 5.572 0.632
C 0.980 3.532 0.924
H -3.334 -0.513 -0.767
H 2.276 -3.487 -1.492
C 0.868 -0.035 -1.018
C 0.107 -3.460 -1.501
C 2.754 2.784 -2.146
H -1.334 3.649 1.860
N 1.025 -1.083 -3.002
H 4.842 0.134 0.888
O -3.808 -0.125 2.589
H 5.212 2.356 0.838
H 1.595 4.076 -3.385
H 6.517 4.394 -0.389
C 0.005 1.164 1.279
H -5.116 -1.966 3.295
C 4.228 0.443 -3.862
C 1.925 -0.138 -2.972
C 3.192 0.154 -6.459
H 1.538 -3.228 -3.087
C 5.031 0.711 -4.969
C 3.708 1.404 -0.373
H 3.137 -0.318 0.828
C -4.280 -2.597 3.585
H -5.639 -6.295 4.425
C -2.310 3.165 1.930
O -3.721 -5.853 5.199
H -0.239 -5.510 -0.965
H 2.351 2.746 -4.271
C -2.700 -0.904 2.729
H -0.874 -2.724 3.618
C -2.954 -2.192 3.342
C 3.648 3.806 -1.805
H 1.361 -0.492 -5.482
C -0.589 2.645 -0.677
H -3.654 -5.426 -0.004
C -1.338 0.755 1.437
H -1.356 -4.894 4.744
H -5.602 -4.075 4.393
H -1.701 0.453 0.429
C -1.491 -0.487 2.262
C -1.771 -1.943 -1.052
H 5.295 5.140 0.651
C -0.428 -2.165 -1.420
H -1.238 1.847 -1.037
C -0.584 3.869 -1.360
C -1.902 -3.047 3.771
H -3.448 -2.795 -0.009
H 6.066 1.018 -4.811
H 2.793 0.031 -7.466
H -5.624 -5.547 6.058
C -2.399 1.757 1.935
C 2.872 0.093 -4.055
H 3.653 4.727 -2.394
C 5.483 4.765 -0.364
N 1.886 0.541 -1.746
C 4.512 0.586 -6.264
C -2.447 -2.981 -0.411
N 0.419 -1.069 -1.762
H 4.202 -0.699 -0.539
H 0.915 2.446 -3.255
C 1.426 -3.751 -2.133
C 0.708 -0.028 0.451
C 1.852 3.009 -3.325
C -2.503 -0.708 -1.455
C -4.562 -3.783 4.230
H 5.144 0.818 -7.122
C -3.504 -4.629 4.649
H -5.599 3.983 2.285
C 0.985 4.755 0.251
H 0.221 5.866 -1.431
H -0.641 -1.161 2.361
H 5.396 5.600 -1.066
H -3.371 5.025 1.809
C -4.700 3.367 2.234
C -0.643 -4.495 -0.941
C 3.970 0.058 0.226
C -4.785 1.995 2.449
C -3.457 3.948 1.968
H 4.629 0.501 -2.848
C -1.881 -4.257 -0.334

Results
HOMO-LUMO gap, eV: 6.240
Net charge: +1

Here are the Löwdin charges for atoms 1 to 4, given in e: 0.12 0.09 0.09 -0.19

---

The following is a quantum chemistry calculation of a structure of composition C51H48N6O2P2Re at a distorted geometry, from the Open Molecules 2025 dataset.

Positions of all 110 atoms, in Å:
H 1.181 -5.085 -0.818
H -1.521 -3.775 -1.970
C 1.792 -0.425 5.079
C -1.454 3.338 -1.393
C 2.291 2.948 2.466
C -2.547 1.719 1.180
H -1.854 3.893 3.442
C 2.109 0.914 -3.394
H 1.119 -2.109 2.251
H -5.600 0.035 -2.290
H -0.044 -3.588 -5.978
H 4.228 1.090 -3.716
H -6.958 -3.381 0.392
C 2.053 -4.665 -0.327
H -2.358 -1.648 -1.784
C 1.136 0.713 -2.436
C -5.613 -1.868 1.098
C 3.743 0.810 -1.641
H -2.800 -4.196 -0.168
H 1.690 -1.269 5.751
H 3.352 3.103 2.262
C -0.756 -3.474 -2.671
H 2.465 2.879 5.106
C -0.328 0.725 -2.717
C 0.377 -2.802 -2.227
H 1.924 3.837 2.978
H 3.340 -1.698 0.713
H -1.779 4.285 -0.964
N 1.721 0.270 1.416
H -5.982 2.464 -2.014
C 2.889 0.532 0.730
C 3.116 -5.483 0.007
H -6.403 -1.227 1.464
N -0.626 -3.072 0.387
O 3.989 0.659 1.221
C 4.251 -4.942 0.601
H -5.154 -4.840 -0.460
H -1.866 -4.709 5.170
C 1.702 -0.640 3.710
H 3.064 -6.542 -0.209
C -1.821 3.105 2.709
P 0.639 -2.349 -0.500
H -4.066 3.971 -1.628
C -1.728 -1.325 5.181
H 0.224 2.319 2.655
H 2.292 -1.984 -2.771
C 2.113 1.736 3.341
Re -0.066 -0.055 0.200
H -1.522 -0.092 3.433
H 2.018 -2.476 -5.174
C -4.247 3.301 2.084
C -2.617 2.405 -1.585
C -4.912 -3.904 0.026
N 1.438 0.583 -1.144
C -1.606 -1.104 3.818
C 2.057 0.834 5.585
C -4.776 0.696 -2.051
C -1.682 -3.486 3.423
H -3.212 1.216 0.497
C -1.791 -3.701 4.786
H 5.082 -5.582 0.864
C 2.118 -3.294 -0.059
C -3.907 2.901 -1.695
N -1.248 1.460 1.331
C -3.271 -2.328 0.789
C -0.789 2.325 2.301
C 1.645 -2.050 3.199
C 1.232 -2.738 -4.478
H -3.150 -1.403 -3.336
H 2.658 -2.422 3.034
C -5.925 -3.077 0.489
H -0.504 -3.992 0.794
H 1.798 1.038 -4.423
C -3.497 0.158 -1.944
H -4.160 4.385 2.067
C 2.230 1.896 4.715
H -4.856 2.981 1.242
H -1.775 -4.289 -4.366
H -0.686 2.906 -0.749
P -1.555 -1.866 1.159
C 1.383 -2.455 -3.132
C -2.422 1.013 -1.683
C -3.584 -3.538 0.181
H -1.690 -4.330 2.741
N -2.923 2.708 1.989
O -0.761 0.952 -3.822
H 1.160 -2.705 3.920
N -1.082 0.525 -1.582
H -1.913 -2.803 6.725
H 5.209 -3.150 1.297
C -1.815 -2.622 5.663
H -1.755 -0.487 5.865
C -1.574 -2.184 2.942
H -4.034 -0.558 1.736
C 3.438 0.950 -2.991
H -4.113 -1.895 -1.939
H 4.755 0.848 -1.263
H 2.152 0.984 6.652
H 1.782 2.863 1.504
C -4.289 -1.493 1.247
H -0.991 3.561 -2.358
C 0.083 -3.378 -4.925
H -4.733 3.008 3.013
C 4.324 -3.580 0.847
C 3.262 -2.752 0.516
C 1.825 0.449 2.832
C -4.984 2.056 -1.916
C -3.267 -1.289 -2.255
C 2.708 0.629 -0.746
C -0.897 -3.759 -4.021

Results
Expectation value of S²: 3.778
Spin multiplicity: 4
HOMO-LUMO gap (alpha / beta), eV: 7.674 / 6.089
Net charge: +2

Here are the Löwdin charges for atoms 1 to 4, given in e: 0.11 0.08 -0.04 -0.02